Record 1
Here is a structure of composition C29H29LaN2O5 in a non-equilibrium geometry from the OMol25 dataset. Energies are from wB97M-V/def2-TZVPD.

Summary:
Maximum force: 3.19 eV/Å
HOMO-LUMO gap: 7.1 eV
E_HOMO: -7.80 eV
Multiplicity: 1
ΔE to the lowest compared entry with this formula, charge and spin: 58.01 kJ/mol

Each line ends with the Löwdin charge.
CARTESIAN COORDINATES (ANGSTROEM)
C 1.997 0.108 1.570  -0.222
C 2.404 -0.458 0.343  -0.174
C 2.319 0.536 -0.651  -0.199
H 2.737 -1.475 0.188  0.105
C 1.910 1.742 -0.038  -0.269
C 1.741 1.489 1.348  -0.270
H 1.597 2.640 -0.553  0.090
C -1.273 -1.682 1.535  -0.233
C -0.188 -2.313 0.896  -0.177
C -0.466 -2.363 -0.487  -0.112
H 0.720 -2.667 1.374  0.106
C -1.710 -1.727 -0.725  -0.340
C -2.227 -1.327 0.549  -0.221
H 2.584 0.407 -1.692  0.096
H 1.225 2.151 2.028  0.095
H 1.876 -0.435 2.495  0.089
H -3.056 -0.630 0.668  0.109
H 0.165 -2.806 -1.254  0.112
H -1.286 -1.379 2.571  0.086
La -0.353 0.454 0.314  2.102
C -2.403 -1.519 -2.052  -0.503
C -3.797 -2.130 -1.905  -0.043
C -1.651 -2.200 -3.198  -0.040
H -3.719 -3.126 -1.447  0.104
H -4.302 -2.242 -2.874  0.087
H -4.434 -1.517 -1.255  0.088
H -1.688 -3.290 -3.082  0.100
H -0.597 -1.896 -3.248  0.084
H -2.109 -1.954 -4.169  0.091
C -2.560 0.002 -2.411  -0.054
C -1.306 0.726 -2.847  -0.434
H -3.053 0.548 -1.572  0.139
H -3.286 0.101 -3.239  0.129
O -0.257 0.682 -2.123  -0.141
N -1.302 1.503 -3.926  0.095
C -0.230 2.541 -4.087  -0.095
H -1.886 1.265 -4.729  0.159
C 1.141 1.996 -4.368  -0.237
C 2.292 2.642 -3.885  -0.043
H 2.164 3.532 -3.260  0.116
C 3.564 2.153 -4.198  -0.075
H 4.454 2.659 -3.814  0.110
C 3.692 1.015 -5.010  -0.085
H 4.682 0.634 -5.261  0.104
C 2.548 0.382 -5.503  -0.073
H 2.626 -0.501 -6.141  0.105
C 1.277 0.880 -5.186  -0.046
H 0.375 0.406 -5.580  0.110
H -0.213 3.164 -3.183  0.128
H -0.576 3.158 -4.923  0.133
O -1.785 2.515 3.644  0.051
C -1.182 1.452 3.584  -0.554
O -0.832 0.892 2.447  -0.323
C -0.789 0.762 4.865  -0.087
C 0.036 -0.385 4.968  0.003
C 0.332 -0.939 6.205  0.016
C -0.206 -0.368 7.373  -0.146
C -1.026 0.772 7.294  0.018
C -1.302 1.317 6.054  0.001
N 0.061 -0.964 8.660  -0.311
O 0.800 -1.977 8.724  0.049
O -0.460 -0.457 9.684  0.049
H 0.452 -0.843 4.074  0.094
H 0.965 -1.810 6.308  0.117
H -1.423 1.197 8.206  0.117
H -1.924 2.201 6.010  0.120

=====

Record 2
Here is a structure of composition C29H29N4O5PRuS3 from the OMol25 dataset. Energies are from wB97M-V/def2-TZVPD.

Summary:
Maximum force: 0.64 eV/Å
Charge: +1
HOMO-LUMO gap (spin up / spin down): 7.7 / 7.0 eV
E_HOMO (spin up / spin down): -10.78 / -10.77 eV
Expectation value of S²: 0.76
Multiplicity: 2
ΔE to the lowest compared entry with this formula, charge and spin: 0.00 kJ/mol

Each line ends with the Mulliken spin population.
CARTESIAN COORDINATES (ANGSTROEM)
Ru 0.368 0.852 0.731  0.842
O 1.722 3.666 -3.078  0.000
C 1.718 2.966 -1.933  -0.005
O 2.391 1.996 -1.747  0.002
C 0.834 3.608 -0.902  0.005
C 0.432 4.920 -1.089  -0.002
C -0.233 5.592 -0.074  0.002
C -0.432 4.938 1.122  -0.004
C -0.036 3.616 1.227  0.006
N 0.538 2.927 0.224  -0.011
C -0.163 2.889 2.552  0.003
O -0.739 3.398 3.486  0.010
O 0.407 1.719 2.556  0.041
H 2.331 3.209 -3.678  0.000
H 0.673 5.414 -2.017  0.000
H -0.549 6.618 -0.209  0.000
H -0.889 5.400 1.986  0.000
N -5.805 2.583 3.504  0.000
C -5.659 2.364 2.188  -0.001
S -6.850 2.526 1.079  0.000
C -4.284 1.914 1.797  0.002
C -3.527 1.077 2.603  0.000
C -2.256 0.707 2.209  0.015
N -1.715 1.115 1.056  0.013
C -2.453 1.921 0.271  -0.001
C -3.727 2.327 0.593  0.000
H -6.701 2.899 3.839  0.000
H -5.017 2.623 4.127  0.000
H -3.910 0.694 3.540  0.000
H -1.635 0.088 2.835  -0.001
H -1.999 2.254 -0.652  -0.004
H -4.286 2.969 -0.073  0.000
C 2.409 -0.671 3.290  0.007
N 1.690 -1.895 2.955  0.005
C 2.297 -3.112 3.493  -0.001
C 0.594 -1.942 2.215  -0.014
C -0.043 -3.280 1.954  -0.002
O -0.001 -0.946 1.719  0.006
H 2.287 -0.455 4.352  0.000
H 2.039 0.173 2.733  -0.005
H 3.467 -0.817 3.073  0.000
H 2.853 -2.844 4.388  0.000
H 2.987 -3.549 2.770  0.000
H 1.546 -3.845 3.771  0.000
H 0.690 -4.020 1.635  0.000
H -0.785 -3.151 1.172  -0.001
H -0.534 -3.656 2.855  0.001
S 2.241 -0.568 -0.088  0.074
P 1.034 -0.982 -1.652  0.018
S -0.409 0.413 -1.507  0.004
C 1.928 -0.988 -3.217  -0.008
C 1.319 -1.565 -4.333  0.002
C 1.969 -1.561 -5.556  0.000
C 3.234 -0.996 -5.664  0.001
C 3.846 -0.435 -4.553  0.002
C 3.195 -0.426 -3.327  0.003
C 0.336 -2.639 -1.527  0.000
C 1.219 -3.710 -1.381  -0.002
C 0.733 -5.004 -1.332  -0.001
C -0.635 -5.235 -1.431  0.000
C -1.514 -4.173 -1.576  0.000
C -1.029 -2.871 -1.626  0.002
H 0.340 -2.021 -4.250  0.000
H 1.497 -2.007 -6.421  0.000
H 3.749 -1.004 -6.617  0.000
H 4.837 -0.007 -4.638  0.000
H 3.667 0.010 -2.458  -0.004
H 2.286 -3.531 -1.302  0.002
H 1.418 -5.835 -1.221  0.000
H -1.015 -6.248 -1.400  0.000
H -2.578 -4.354 -1.649  0.000
H -1.713 -2.037 -1.727  -0.001

=====

Record 3
Here is a structure of composition C29H30AsCl3N2O3Sc from the OMol25 dataset. Energies are from wB97M-V/def2-TZVPD.

Summary:
Maximum force: 0.22 eV/Å
Charge: +1
HOMO-LUMO gap: 6.8 eV
E_HOMO: -10.58 eV
Multiplicity: 1
ΔE to the lowest compared entry with this formula, charge and spin: 41.50 kJ/mol

Each line ends with the Löwdin charge.
CARTESIAN COORDINATES (ANGSTROEM)
Sc -0.071 -0.089 -0.208  0.848
C 3.251 -0.012 -0.738  -0.014
O 2.154 -0.114 0.189  -0.230
C 2.465 -0.401 1.521  -0.232
C 3.698 -0.869 1.932  -0.015
C 3.895 -1.131 3.283  -0.052
C 2.878 -0.921 4.203  -0.059
C 1.647 -0.440 3.786  0.001
C 1.435 -0.185 2.439  -0.203
N 0.227 0.302 1.885  -0.049
N -0.580 0.879 2.678  0.148
C -1.630 1.565 2.150  -0.129
C -1.626 2.085 0.827  -0.286
O -0.714 1.770 -0.056  -0.121
C -2.619 3.033 0.457  0.017
C -3.595 3.386 1.329  0.019
C -3.655 2.867 2.657  -0.163
C -4.680 3.254 3.540  -0.021
C -4.716 2.765 4.820  -0.066
C -3.723 1.872 5.247  -0.060
C -2.718 1.473 4.399  -0.022
C -2.660 1.969 3.085  -0.098
H 4.000 0.673 -0.344  0.116
H 3.684 -0.994 -0.921  0.102
H 2.840 0.392 -1.659  0.088
H 4.501 -1.034 1.229  0.119
H 4.856 -1.499 3.614  0.117
H 3.046 -1.126 5.251  0.115
H 0.846 -0.255 4.487  0.117
H -2.570 3.437 -0.545  0.128
H -4.362 4.088 1.021  0.127
H -5.438 3.945 3.193  0.118
H -5.503 3.063 5.499  0.109
H -3.751 1.487 6.258  0.110
H -1.968 0.775 4.740  0.102
Cl -4.410 0.737 -5.824  0.705
C -3.647 0.306 -4.333  -0.664
C -2.264 0.281 -4.261  -0.111
C -1.709 -0.072 -3.049  -0.500
Cl 0.063 -0.133 -2.901  0.778
C -2.434 -0.401 -1.902  -0.467
O -1.828 -0.738 -0.780  -0.278
C -3.827 -0.357 -2.035  -0.578
Cl -4.786 -0.744 -0.656  0.745
C -4.428 -0.009 -3.231  -0.106
H -1.653 0.528 -5.116  0.117
H -5.506 0.017 -3.305  0.115
C -1.637 -3.864 -1.663  -0.148
C -0.436 -4.217 -0.795  -0.402
As -0.034 -2.866 0.560  1.228
C 1.369 -3.753 1.596  -0.395
C 2.602 -4.059 0.754  -0.157
C -1.585 -2.964 1.751  -0.404
C -2.065 -4.367 2.091  -0.149
H -1.884 -4.695 -2.324  0.082
H -1.437 -2.992 -2.286  0.055
H -2.522 -3.638 -1.065  0.069
H 0.461 -4.340 -1.405  0.066
H -0.590 -5.158 -0.264  0.074
H 0.956 -4.672 2.016  0.070
H 1.616 -3.096 2.432  0.053
H 2.389 -4.805 -0.012  0.066
H 3.410 -4.450 1.373  0.080
H 2.981 -3.166 0.251  0.048
H -2.372 -2.380 1.269  0.052
H -1.298 -2.415 2.653  0.066
H -2.419 -4.896 1.206  0.065
H -2.898 -4.324 2.794  0.079
H -1.283 -4.970 2.553  0.065